Arrangement a

Entry from the Open Molecules 2025 dataset: a 2-piece molecular cluster, CH2BrNO4 overall (the ωB97M-V functional and the def2-TZVPD basis).

The value obtained for the HOMO-LUMO gap (spin up / spin down) is 9.404 / 4.059 eV. Its spin multiplicity is 3.

Cartesian coordinates (Å):
C (-0.1491, 0.1971, 0.0387)
N (1.3336, -0.5109, -0.3188)
O (1.5983, -0.8785, -1.4450)
O (2.1108, -0.8782, 0.7231)
O (-0.7412, 0.4894, -1.0221)
O (-0.4610, 0.1351, 1.1912)
Br (-3.4146, 1.4061, -0.0857)
H (-1.9357, 0.9578, -0.6983)
H (1.6590, -0.9178, 1.6168)


Arrangement b

Entry from the Open Molecules 2025 dataset: an isolated molecule of CH2BrNO4 (the ωB97M-V functional and the def2-TZVPD basis).

The value obtained for the HOMO-LUMO gap (spin up / spin down) is 7.433 / 6.531 eV. Its spin multiplicity is 3.

Cartesian coordinates (Å):
C (-0.1979, -0.3238, 0.1851)
N (0.2794, 1.0810, -0.0978)
O (0.1273, 1.4047, -1.2616)
O (0.6330, 1.8215, 0.8005)
O (-0.7938, -0.8184, -0.8534)
O (-0.5182, -0.6257, 1.4381)
Br (2.1009, -1.0083, -0.1210)
H (-0.5794, -0.0349, -1.3903)
H (-1.0511, -1.4961, 1.3003)


Relative energies, hartree: arrangement a 0.0000; arrangement b 0.0109.


Arrangement a

Entry from the Open Molecules 2025 dataset: C2H4ClPS2 as an isolated structure (the ωB97M-V functional and the def2-TZVPD basis).

The value obtained for the HOMO-LUMO gap is 8.564 eV.

Cartesian coordinates (Å):
C (0.2844, -1.1687, -0.2181)
C (-0.1316, 1.1495, 0.1934)
P (0.5094, 0.3276, -1.4708)
S (-0.3860, -0.5999, 2.9035)
S (0.6125, -0.1197, 1.2476)
Cl (2.4359, 0.7591, -1.4306)
H (-0.6911, -1.3949, -0.2609)
H (0.6771, -2.1760, -0.2642)
H (0.1862, 2.2202, 0.5073)
H (-1.3244, 0.9733, 0.2457)


Arrangement b

Entry from the Open Molecules 2025 dataset: an isolated molecule of C2H4ClPS2 (the ωB97M-V functional and the def2-TZVPD basis).

The value obtained for the HOMO-LUMO gap is 8.401 eV. As for the structure (SMILES): S=CCP(S)Cl.

Cartesian coordinates (Å):
C (0.5302, -0.6288, 0.6527)
C (1.2782, 0.6206, 0.3318)
P (-1.4185, -0.3110, 0.6629)
S (1.9921, 0.8638, -1.0348)
S (-2.1271, -1.0993, -1.1781)
Cl (-1.5178, 1.6323, 0.3013)
H (0.7177, -1.2789, -0.1400)
H (0.6989, -1.0781, 1.5465)
H (-1.3623, -0.2519, -2.0711)
H (1.2084, 1.5313, 0.9289)


Relative energies, hartree: arrangement a 0.0281; arrangement b 0.0000.


Arrangement a

Entry from the Open Molecules 2025 dataset: an isolated molecule of C23H27ClN4O (the ωB97M-V functional and the def2-TZVPD basis).

The value obtained for the HOMO-LUMO gap is 8.669 eV. As for the structure (SMILES): C=C(C)CNC(=O)[C@@H](c1cccn2ccnc12)N(CC(C)C)c1ccc(Cl)cc1.

Cartesian coordinates (Å):
C (-5.1494, -0.6757, -2.8992)
C (-3.8876, -1.0733, -2.8238)
C (-3.4632, -2.4914, -3.0737)
C (-2.7864, -0.0941, -2.5192)
N (-2.0861, -0.4467, -1.2922)
C (-1.7010, 0.5014, -0.4184)
O (-1.7963, 1.7023, -0.6258)
C (-1.0460, 0.0303, 0.8930)
C (-1.9598, -0.7444, 1.8340)
C (-2.1604, -0.2778, 3.0959)
C (-2.9459, -0.9827, 4.0534)
C (-3.5161, -2.1546, 3.7195)
N (-3.3390, -2.6377, 2.4500)
C (-3.8181, -3.7911, 1.8679)
C (-3.3600, -3.7640, 0.5849)
N (-2.6107, -2.6485, 0.3504)
C (-2.5948, -1.9773, 1.4864)
N (0.2972, -0.5443, 0.7065)
C (1.1541, -0.3285, 1.8776)
C (1.5867, 1.1251, 2.0866)
C (2.1718, 1.7228, 0.8150)
C (2.5899, 1.1684, 3.2350)
C (0.3950, -1.8710, 0.1780)
C (0.5011, -2.9860, 1.0036)
C (0.5836, -4.2615, 0.4720)
C (0.5511, -4.4181, -0.9022)
Cl (0.6301, -6.0206, -1.5815)
C (0.4720, -3.3248, -1.7474)
C (0.4105, -2.0536, -1.1995)
H (-5.4265, 0.3546, -2.7139)
H (-5.9441, -1.3686, -3.1494)
H (-3.0112, -2.9359, -2.1829)
H (-4.3097, -3.1086, -3.3716)
H (-2.7068, -2.5331, -3.8623)
H (-2.0769, -0.0788, -3.3568)
H (-3.1758, 0.9144, -2.3956)
H (-2.1503, -1.4014, -0.9480)
H (-0.8698, 0.9814, 1.3841)
H (-1.7023, 0.6592, 3.3877)
H (-3.0838, -0.5900, 5.0497)
H (-4.1201, -2.7561, 4.3825)
H (-4.4322, -4.4867, 2.4108)
H (-3.5321, -4.4944, -0.1888)
H (0.6952, -0.6967, 2.8102)
H (2.0564, -0.9216, 1.7119)
H (0.7209, 1.7246, 2.3856)
H (3.0254, 1.1267, 0.4787)
H (1.4383, 1.7420, 0.0104)
H (2.5205, 2.7413, 0.9931)
H (3.4917, 0.6086, 2.9733)
H (2.8869, 2.1941, 3.4566)
H (2.1755, 0.7314, 4.1463)
H (0.4964, -2.8598, 2.0795)
H (0.6558, -5.1294, 1.1129)
H (0.4764, -3.4697, -2.8189)
H (0.3651, -1.1812, -1.8374)


Arrangement b

Entry from the Open Molecules 2025 dataset: an isolated molecule of C23H27ClN4O (the ωB97M-V functional and the def2-TZVPD basis).

The value obtained for the HOMO-LUMO gap is 8.608 eV. As for the structure (SMILES): C=C(C)CNC(=O)[C@@H](c1cccn2ccnc12)N(CC(C)C)c1ccc(Cl)cc1.

Cartesian coordinates (Å):
C (2.0467, 4.0403, -1.7904)
C (1.1950, 3.1402, -2.2723)
C (-0.2568, 3.4593, -2.4732)
C (1.7173, 1.7686, -2.6527)
N (1.2130, 0.6631, -1.8508)
C (-0.0543, 0.2313, -1.9104)
O (-0.8437, 0.5619, -2.7839)
C (-0.5571, -0.7159, -0.8021)
C (0.2454, -1.9757, -0.4874)
C (-0.3933, -3.1786, -0.5483)
C (0.2314, -4.3964, -0.1536)
C (1.4961, -4.3818, 0.3132)
N (2.1642, -3.1875, 0.3746)
C (3.4468, -2.9135, 0.7948)
C (3.6068, -1.5709, 0.6185)
N (2.4780, -1.0019, 0.1109)
C (1.6034, -1.9842, -0.0264)
N (-1.0104, 0.0282, 0.3860)
C (-2.1712, -0.5900, 1.0247)
C (-3.4571, -0.4930, 0.2004)
C (-3.7137, 0.9318, -0.2728)
C (-4.6132, -1.0186, 1.0474)
C (-0.0174, 0.4931, 1.3012)
C (0.3040, -0.2234, 2.4524)
C (1.2957, 0.2176, 3.3118)
C (1.9754, 1.3851, 3.0078)
Cl (3.2436, 1.9351, 4.0688)
C (1.6541, 2.1309, 1.8870)
C (0.6434, 1.6885, 1.0484)
H (3.0949, 3.8069, -1.6440)
H (1.7241, 5.0429, -1.5359)
H (-0.8903, 2.8856, -1.7951)
H (-0.4346, 4.5214, -2.3056)
H (-0.5834, 3.1851, -3.4766)
H (1.4659, 1.5748, -3.6996)
H (2.8015, 1.7598, -2.5552)
H (1.8090, 0.2981, -1.1104)
H (-1.4746, -1.0768, -1.2610)
H (-1.4178, -3.2097, -0.8984)
H (-0.3026, -5.3328, -0.2103)
H (2.0379, -5.2539, 0.6469)
H (4.1022, -3.6846, 1.1581)
H (4.4825, -0.9814, 0.8340)
H (-1.9985, -1.6468, 1.2851)
H (-2.3329, -0.0549, 1.9633)
H (-3.3752, -1.1401, -0.6801)
H (-3.7666, 1.6101, 0.5838)
H (-2.9192, 1.2800, -0.9315)
H (-4.6609, 0.9934, -0.8113)
H (-4.7600, -0.3866, 1.9271)
H (-5.5441, -1.0203, 0.4793)
H (-4.4268, -2.0378, 1.3935)
H (-0.2085, -1.1542, 2.6655)
H (1.5550, -0.3435, 4.1992)
H (2.1795, 3.0529, 1.6783)
H (0.3714, 2.2689, 0.1775)


Relative energies, hartree: arrangement a 0.0019; arrangement b 0.0000.


Arrangement a

Entry from the Open Molecules 2025 dataset: a 5-piece molecular cluster, C3H15N2O2 overall (the ωB97M-V functional and the def2-TZVPD basis).

The value obtained for the HOMO-LUMO gap is 5.132 eV. The net charge is +1.

Cartesian coordinates (Å):
C (0.3404, 1.5490, -0.0043)
N (1.4463, 1.6539, -0.8011)
C (-0.8607, 1.2194, -1.0109)
N (-1.2640, -0.1122, -1.1975)
C (-1.9828, -0.8352, -0.1622)
H (-0.2043, 2.3666, 0.6052)
H (0.4632, 0.5457, 0.8255)
H (2.2559, 1.8456, -0.2373)
H (1.0249, -0.9951, -2.0260)
H (-0.5175, 1.8758, -1.8143)
H (-1.7547, 1.6400, -0.5439)
H (-0.8190, -0.7288, -1.8789)
H (3.2416, 0.2883, 2.7870)
H (-1.3548, -1.4682, 0.4904)
H (-2.8457, -1.2800, -0.7458)
H (-2.3434, -0.0410, 0.5274)
H (0.0220, -2.1938, -0.2528)
H (1.5832, -2.1502, -0.9741)
O (0.7827, -1.6951, -0.6302)
H (2.7835, 0.2429, 2.2057)
H (-0.2769, -0.9558, 2.8090)
O (0.2799, -0.7716, 2.0293)


Arrangement b

Entry from the Open Molecules 2025 dataset: a 3-piece molecular cluster, C3H15N2O2 overall (the ωB97M-V functional and the def2-TZVPD basis).

The value obtained for the HOMO-LUMO gap is 9.976 eV. The net charge is +1.

Cartesian coordinates (Å):
C (0.9380, 0.0021, -1.3182)
N (1.1312, -0.7851, -2.4992)
C (-0.5779, 0.1686, -0.8303)
N (-1.0392, -0.8307, 0.2020)
C (-1.9408, 0.0225, 1.1503)
H (1.5612, -0.3196, -0.4400)
H (1.2034, 1.0572, -1.5997)
H (0.9662, -1.8163, -2.3826)
H (2.0784, -0.6186, -2.8346)
H (-0.4712, 1.1653, -0.2986)
H (-1.3209, 0.5667, -1.5981)
H (-0.1978, -1.3247, 0.5815)
H (-1.5740, -1.5709, -0.0901)
H (-1.4196, 0.6230, 1.8898)
H (-2.5267, 0.8740, 0.8121)
H (-2.5495, -0.6526, 1.7691)
H (0.3260, 3.6956, -0.7290)
H (1.5863, 3.5883, 0.2542)
O (0.6542, 3.4591, 0.1528)
H (0.4219, -2.7761, 2.8247)
H (1.7833, -2.2150, 2.7438)
O (0.9675, -2.3127, 2.2400)


Relative energies, hartree: arrangement a 0.4433; arrangement b 0.0000.


Arrangement a

Entry from the Open Molecules 2025 dataset: an isolated molecule of C7H8O3 (the ωB97M-V functional and the def2-TZVPD basis).

The value obtained for the HOMO-LUMO gap is 10.397 eV. As for the structure (SMILES): C#C[C@H](O)/C=C/CC(=O)O.

Cartesian coordinates (Å):
O (2.8586, 0.8571, -0.2563)
C (2.3710, -0.0703, -0.8410)
C (1.6086, -1.2582, -0.3694)
C (0.2403, -0.9534, 0.1673)
C (-0.5629, 0.0369, -0.2224)
C (-1.9350, 0.2995, 0.3677)
O (-2.4929, -0.8085, 1.0358)
C (-1.8609, 1.4258, 1.3166)
C (-1.8314, 2.3536, 2.0921)
H (2.2124, -1.7786, 0.3847)
H (-0.0918, -1.6215, 0.9661)
H (-0.2736, 0.7304, -1.0183)
H (-2.5992, 0.6159, -0.4579)
H (-1.8606, 3.2059, 2.7481)
H (-2.5803, -1.5376, 0.4135)
H (1.5515, -1.8201, -1.4231)
O (2.4722, -0.2619, -2.2728)
H (2.7740, 0.5850, -2.6305)


Arrangement b

Entry from the Open Molecules 2025 dataset: an isolated molecule of C7H8O3 (the ωB97M-V functional and the def2-TZVPD basis).

The value obtained for the HOMO-LUMO gap (spin up / spin down) is 7.563 / 7.793 eV.

Cartesian coordinates (Å):
C (1.9558, -0.0202, -1.2314)
C (0.7908, 0.0642, -0.8447)
C (1.5405, 1.7543, 2.4874)
C (-0.8413, -0.5038, 0.9705)
C (0.2198, -0.0507, 2.0016)
C (-0.4923, -0.0802, -0.4108)
C (-1.3254, -0.6412, -2.6794)
O (2.0979, 2.7823, 2.6310)
O (0.5868, 1.2792, 1.7144)
O (-1.6104, -0.2294, -1.3290)
H (2.9401, 0.1861, -1.3960)
H (-0.8196, -1.6516, 1.0854)
H (-1.9361, -0.0339, 1.2467)
H (-0.2544, -0.0899, 2.9962)
H (1.0779, -0.6335, 1.9003)
H (-0.6165, -1.5490, -2.8952)
H (-0.9556, 0.2802, -3.1476)
H (-2.3580, -0.8627, -3.0995)


Relative energies, hartree: arrangement a 0.0000; arrangement b 0.1297.


Arrangement a

Entry from the Open Molecules 2025 dataset: an isolated molecule of C2H3Cl2N2P (the ωB97M-V functional and the def2-TZVPD basis).

The value obtained for the HOMO-LUMO gap is 8.543 eV. As for the structure (SMILES): ClC1=NP(Cl)NC1.

Cartesian coordinates (Å):
C (-1.1422, 0.0719, 0.3855)
C (0.1369, 0.8213, 0.4708)
N (-1.1873, -1.0105, -0.6180)
N (1.0224, 0.1493, -0.4469)
P (0.2926, -1.0735, -1.4131)
Cl (-2.4917, 0.4117, 1.2752)
Cl (1.1027, -2.7161, -0.5416)
H (-0.0364, 1.8765, 0.2207)
H (0.5227, 0.7813, 1.5037)
H (1.7803, 0.6882, -0.8362)


Arrangement b

Entry from the Open Molecules 2025 dataset: an isolated molecule of C2H3Cl2N2P (the ωB97M-V functional and the def2-TZVPD basis).

The value obtained for the HOMO-LUMO gap (spin up / spin down) is 7.231 / 6.538 eV.

Cartesian coordinates (Å):
C (1.7960, 0.2009, 0.6850)
C (-1.1788, -0.5680, -0.8319)
N (0.9244, 0.9557, 1.2372)
N (-1.1301, 0.7743, -0.5724)
P (-0.4319, 1.7487, 0.6905)
Cl (1.6589, -0.4664, -0.8609)
Cl (-2.3696, -1.2066, -1.8720)
H (2.7814, 0.2374, 1.1492)
H (-0.4731, -1.3223, -0.3819)
H (-2.0128, 1.2808, -1.1128)


Relative energies, hartree: arrangement a 0.0000; arrangement b 0.0975.